Below is a cluster of 2 separate species, C26H51Cl2F4O11PS2 in total, with properties calculated with ωB97M-V/def2-TZVPD.

Structure (XYZ):
```
97
Properties=species:S:1:pos:R:3:forces:R:3:mulliken_charge:R:1
C 0.007192 -0.712046 -2.348647 0.04 -0.35 0.02 -0.694
F -0.300944 4.657539 -3.306527 1.83 2.02 -0.49 -0.296
H -1.038492 -1.444142 7.195125 0.17 0.12 -0.05 0.333
O 0.423372 -0.514055 -1.029630 -0.28 0.48 -0.14 0.128
H -1.242664 -2.012785 4.662379 0.13 -0.18 0.12 0.250
H -3.390363 -3.577514 -5.083925 0.13 0.14 -0.17 0.259
H -1.497188 -1.561546 -4.806067 0.09 -0.17 0.00 0.247
C 1.389103 -2.461888 3.375504 0.23 0.02 -0.04 -0.923
H 0.083079 3.919412 -0.907341 -0.04 -0.20 -0.05 0.691
O -1.453797 2.685504 5.504674 0.13 -0.08 0.00 -0.520
H -3.573274 -4.520324 -6.559464 0.09 0.13 0.13 0.391
S 4.163445 1.943716 -0.908928 -0.30 -0.17 -0.10 -0.477
C -0.585573 -0.876628 6.373496 -0.12 -0.20 -0.33 -0.964
H -3.340057 2.005886 1.167794 -0.12 -0.07 -0.09 0.477
C 0.632874 -1.749794 -4.369087 0.06 -0.07 -0.24 -0.360
H 1.893116 3.674512 2.252208 -0.11 -0.02 -0.21 0.348
S -5.005424 -0.146790 2.455012 0.00 -0.16 0.50 1.294
H 6.801570 0.271786 -5.554910 -0.01 -0.02 0.00 0.344
C 2.412373 -1.957448 2.332409 -0.25 0.33 0.07 -1.005
C -1.526374 0.291616 6.046864 0.04 0.14 0.12 -0.568
H 6.266738 -1.361568 -3.018895 -0.02 -0.03 -0.04 0.304
H 7.982169 0.014222 -4.259690 -0.01 -0.02 0.02 0.360
H 0.801418 -1.915170 0.892448 0.22 -0.05 -0.25 0.240
F -2.033343 4.102437 -2.293189 -1.83 0.77 1.70 -0.293
H 0.370299 -0.458598 6.717496 -0.13 -0.16 0.18 0.364
C -0.730386 -2.351589 -4.727899 -0.13 0.14 0.18 -0.619
C 1.770435 0.013560 0.826300 -0.29 -0.30 0.24 -1.400
Cl 4.477025 -1.096194 -4.529953 0.03 -0.14 -0.21 -0.173
O -6.110972 0.280868 1.381362 0.05 0.16 0.12 -0.525
C -1.068633 3.652490 -3.039961 0.40 -0.51 0.72 1.035
H -6.295437 1.228300 1.509580 0.00 -0.24 -0.03 0.367
H 3.176807 -2.723425 2.167583 -0.15 0.07 0.01 0.438
C -0.302894 -1.854786 5.212420 -0.01 0.38 -0.21 -0.589
H -1.329304 -4.863554 -5.283372 -0.02 0.13 -0.09 0.314
C -2.592932 3.012300 4.732454 -0.22 -0.17 0.02 -0.427
H -2.262981 1.329028 -1.264690 0.25 0.03 0.07 0.250
H -1.296084 2.768333 0.595526 0.17 -0.10 -0.04 0.967
O -0.424819 2.642264 -2.470383 1.14 -1.47 0.73 -0.446
C 0.763632 -1.346993 4.216853 -0.31 -0.08 0.26 0.693
C 1.819642 -1.519963 0.959222 0.26 0.05 0.59 -0.055
F 0.246599 4.451875 1.364123 0.21 -0.31 0.12 -0.336
O -0.609903 -3.044502 -5.951872 -0.01 -0.02 0.09 -0.412
H -3.530187 -1.050400 0.896280 -0.08 0.13 0.17 0.350
H 1.554978 -0.841730 4.790988 -0.05 -0.06 -0.21 0.328
H -3.229369 2.135431 4.551488 0.11 0.19 0.01 0.153
H 1.090547 0.372041 1.609983 0.15 0.04 -0.12 -0.539
H 1.410539 -2.403845 -4.777612 -0.14 0.05 0.19 0.387
H -0.782536 1.318558 1.419082 0.11 0.01 -0.17 -0.911
H -1.018226 -1.110303 -2.294595 0.16 0.05 0.13 0.452
C 0.992903 3.322541 1.741458 0.01 0.00 0.00 0.156
H -2.304804 3.457934 3.767344 0.00 -0.10 0.07 0.146
O 0.850188 -1.664887 -2.968111 -0.12 0.31 0.08 -0.357
H 5.804338 0.335759 -3.229841 0.00 0.00 -0.01 0.153
H -3.185237 3.745277 5.288062 0.17 -0.07 -0.07 0.326
H 0.004774 -2.830595 5.611135 0.01 0.19 -0.03 0.415
O 3.293702 -0.758790 -1.685161 0.00 0.25 -0.09 -0.458
H 1.908628 -3.137859 4.069667 -0.14 0.05 -0.11 0.428
H 0.300069 -0.584795 3.575495 0.16 -0.05 -0.02 -0.745
C 7.109631 -0.402146 -4.759649 0.02 0.04 -0.02 -0.535
H 0.180121 1.491057 5.412251 -0.13 -0.04 -0.02 0.478
H -4.204179 1.119696 -0.112437 0.08 0.06 0.15 0.429
C -0.910314 1.755183 0.418626 -0.07 -0.04 0.18 -0.816
C -1.513242 -4.129871 -6.085891 -0.19 -0.14 -0.05 -0.283
H -2.681329 -0.201478 2.200915 -0.26 -0.04 0.05 -0.030
H -1.265155 -4.620771 -7.032947 0.07 0.21 0.14 0.362
C -2.985275 -3.719987 -6.092070 -0.11 -0.23 -0.10 -1.052
H -1.803384 -0.087612 -0.324985 0.17 0.02 -0.15 0.262
H 2.746062 0.455111 1.046028 -0.12 -0.07 -0.04 0.549
O 2.380090 1.110228 -3.102280 -0.35 -0.24 0.10 -0.561
H -1.842087 0.755631 6.990566 0.08 -0.05 -0.16 0.363
H 1.534961 1.567757 -3.207414 0.06 0.03 0.01 0.470
C 0.481733 1.930481 -0.238884 0.03 -0.05 -0.39 1.284
C -3.352818 1.084911 0.573309 0.15 -0.07 -0.01 -1.131
C 0.436458 2.993026 -1.370015 0.07 0.13 0.40 -2.442
H 0.371156 2.744290 2.433159 -0.07 0.10 -0.15 0.045
Cl 7.618024 -1.935533 -5.515669 -0.01 0.01 0.00 -0.194
H -0.024393 0.190165 -2.952321 0.06 0.41 -0.07 0.289
P 2.804505 0.752451 -1.585600 0.56 0.19 0.02 1.185
C 6.010840 -0.599635 -3.750421 0.01 0.11 0.16 -0.216
F -1.579575 3.228089 -4.130075 -1.28 -1.19 -2.77 -0.274
H -3.139730 -2.814718 -6.689221 0.07 -0.10 0.14 0.281
O 1.415146 2.610242 0.639404 -0.27 0.13 0.24 -0.345
C 1.253186 0.555575 -0.546942 -0.07 -0.17 0.19 1.532
O -5.290309 -1.495302 2.833435 0.08 0.44 -0.18 -0.664
H 2.923698 -1.096278 2.786852 0.13 -0.19 -0.09 0.394
H -1.044324 -3.025876 -3.913241 0.17 -0.01 -0.14 0.438
H 3.367623 -1.107129 -2.594161 -0.19 0.08 0.12 0.142
H -1.041273 1.202121 4.135843 0.24 0.02 0.06 -0.368
C -0.893985 1.411023 5.209046 -0.32 0.12 -0.13 0.399
H 2.441850 -1.944561 0.171316 -0.33 0.01 -0.06 0.303
O -4.946714 0.900318 3.440539 -0.03 -0.19 -0.33 -0.616
H 0.761648 -0.760464 -4.833876 -0.03 -0.07 0.08 0.308
H 0.603335 -3.059400 2.889706 0.13 0.11 0.04 0.298
C -3.517095 -0.130274 1.493097 0.34 -0.02 -0.46 -0.200
H -2.439695 -0.071933 5.558152 0.09 -0.01 0.09 0.153
H 1.452797 3.196481 -1.730335 -0.17 -0.15 0.02 0.458
C -2.047340 0.970445 -0.255867 -0.23 0.04 0.06 0.014
```
Forces are in eV/Å.

Values from the calculation:
LUMO energy: 0.2 eV
orbital gap: 9.15 eV
highest occupied orbital energy: -8.989 eV
total charge: 0
SMILES string: CCOCCOCO[C@](CCCCCCCCCOC)([C@](CCCCS(=O)(=O)O)(COC(F)(F)F)OCF)P(O)(O)=S.ClCCCl

Below is a cluster of 3 separate species, C10H19FO14S3 in total, with properties calculated with ωB97M-V/def2-TZVPD.

Structure (XYZ):
```
47
Properties=species:S:1:pos:R:3:forces:R:3:mulliken_charge:R:1
C 2.174333 1.260017 0.388601 4.47 -1.45 5.50 0.441
O 1.703715 -1.155452 5.968851 -0.98 -0.18 -0.57 -0.318
O 1.323036 -1.585114 3.585970 -0.33 -0.60 1.02 -0.271
H -2.570957 0.848122 -2.556358 0.50 1.48 2.69 0.308
O -4.198318 3.349997 -1.711479 5.28 -1.59 1.98 -0.573
F 4.478923 2.622396 -2.966343 -1.85 -1.19 2.39 -0.338
C -0.571321 1.186872 -1.447343 1.19 1.46 0.84 0.038
C 3.044759 3.125936 -0.932556 1.04 1.37 -2.27 -0.369
O -3.859366 -0.738768 -2.269743 0.76 -1.71 0.90 -0.604
O 2.996454 0.966212 1.434441 -5.42 1.82 -7.22 -0.544
H -1.594896 -3.944034 -3.877906 -0.07 0.32 0.13 0.307
O -1.818696 3.908427 -2.472384 -2.57 -3.40 4.54 -0.587
C 2.327770 -0.590990 3.779409 0.46 0.64 0.26 -0.236
H -2.679118 0.668520 -0.592440 0.71 1.49 -1.94 0.389
S -2.690773 3.107826 -1.430223 -1.59 4.18 -4.46 1.042
O -2.220634 3.683045 0.141953 -1.21 -2.91 -1.32 -0.467
O -1.936187 -2.278459 -2.679775 -0.99 0.66 0.40 -0.270
H 2.710975 1.485554 -2.543206 2.03 0.83 1.43 0.124
H 3.548681 -1.654141 5.232377 0.00 0.11 -0.04 0.301
H 4.298829 1.155000 -1.415289 -1.50 1.59 -0.94 0.258
C 3.609535 1.952515 -1.927589 0.01 0.50 -1.04 -0.009
H -0.195039 2.292652 -1.222388 -0.66 -2.33 -0.61 0.255
H 1.857128 0.392568 3.681130 0.16 -0.10 0.00 0.203
H 3.336999 0.079446 5.603408 -0.31 -0.13 0.07 0.310
H 2.490460 3.919722 -1.630943 1.10 -1.87 1.58 0.280
C -3.517083 -4.004637 -2.830755 0.15 -0.20 -0.77 -0.402
H 3.961624 3.714378 -0.471051 -1.98 -1.55 -0.44 0.309
C 0.042891 0.243646 -0.248982 -2.21 -0.93 -0.53 -0.186
O -4.029853 -3.183727 -1.782724 0.88 0.91 0.42 -0.319
H -0.300654 0.552910 0.837708 0.61 -0.46 -2.27 0.311
O 2.046630 2.686115 0.053414 0.52 -3.93 -0.68 -0.222
O 0.840098 -3.381738 5.246843 -0.57 1.78 -0.35 -0.542
H -4.028761 -3.730956 -3.759104 0.07 -0.06 0.06 0.297
H 3.115172 -0.693387 3.027886 -0.39 -0.11 0.13 0.315
H -0.069786 0.883020 -2.467081 -1.30 0.44 2.00 0.162
O -0.636861 -1.319038 5.113087 1.51 -1.02 0.05 -0.550
H -2.503975 2.942874 0.784468 0.44 1.61 -1.18 0.367
C -2.027132 -3.682715 -2.909064 0.03 -0.85 0.28 -0.293
O -2.585326 -1.765361 -0.326303 -0.87 0.28 -1.53 -0.542
S 0.651486 -1.965766 5.021945 -0.11 -0.25 0.06 1.105
H -1.471749 -4.191348 -2.113971 -0.07 -0.02 -0.11 0.289
C 2.851283 -0.810541 5.196254 0.52 -0.25 -0.47 -0.310
H -0.374041 -0.855964 -0.455485 1.27 2.39 0.70 0.057
O 1.509550 0.132973 -0.283154 0.46 4.03 1.50 -0.282
S -3.130673 -1.828995 -1.664091 -0.42 -0.53 -0.15 1.149
C -2.208664 1.260536 -1.497277 1.29 -0.58 -0.21 -0.696
H -3.700465 -5.060152 -2.612737 -0.03 0.29 0.19 0.315
```
Forces are in eV/Å.

Values from the calculation:
LUMO energy: -0.3 eV
orbital gap: 10.29 eV
highest occupied orbital energy: -10.597 eV
total charge: 0
SMILES string: O=C(OCCF)OCCCS(=O)(=O)O.O=S1(=O)OCCO1.O=S1(=O)OCCO1

Below is a structure of composition C24H43NP2Pb, with properties calculated with ωB97M-V/def2-TZVPD.

Structure (XYZ):
```
71
Properties=species:S:1:pos:R:3:forces:R:3:mulliken_charge:R:1
H -5.030312 -1.637260 -2.520080 0.08 0.21 -0.11 0.459
H 0.942565 -0.324406 5.439385 0.60 0.18 -0.22 0.246
H 2.560077 -2.198397 2.223681 0.42 -0.38 -0.44 0.321
C -1.836732 -2.211014 -1.598057 -1.80 -0.37 2.07 -0.467
H 0.254327 2.069420 6.360492 0.29 0.02 0.11 0.300
H -1.581544 -3.205053 -1.164810 0.17 0.70 -0.48 0.936
Pb 2.153188 -0.035738 0.601881 -0.13 -0.31 1.26 0.919
H 1.663087 3.615401 -1.368803 -0.01 -0.25 0.19 0.622
N 2.058136 1.517777 5.348536 0.92 0.25 -0.04 0.142
H -0.494635 2.623945 -4.031791 0.10 -0.13 0.15 0.334
H -0.030107 3.795069 -2.783038 -0.10 -0.14 -0.15 0.421
H -2.128364 2.114842 -2.008741 1.55 -0.40 -0.28 0.772
C 2.044399 2.195698 4.048645 -0.04 -0.15 -0.03 -1.472
C -4.045974 -1.186869 -2.344886 -0.60 1.20 -0.95 -0.572
H 1.225727 3.024848 -3.757035 -0.13 0.00 0.00 0.469
H 2.988552 1.986884 3.516453 -0.26 0.07 0.10 0.208
H -3.062735 0.227546 -0.334897 0.55 0.08 -0.03 0.675
C -3.689418 -0.171093 -3.481037 -0.09 -1.99 0.24 -1.242
H -1.125175 -1.392120 0.318118 -0.72 0.10 -0.31 0.080
C 1.361951 2.144562 6.441510 -0.18 -0.15 -0.13 -0.915
C 3.167908 -1.927906 1.339146 -0.69 -0.23 0.54 -1.537
C 0.879748 0.528035 2.518110 1.18 -1.05 0.58 -0.459
H 2.323267 -3.527724 -2.363723 0.07 0.12 0.54 0.400
H -0.666819 -4.411528 -3.344750 0.13 0.24 -0.16 0.385
C 0.746239 -0.849513 -3.560074 0.83 -0.22 -0.60 -1.089
H 1.641095 3.204647 6.498847 -0.09 -0.23 0.12 0.311
C -1.563628 1.486478 3.457537 -0.30 -0.54 -0.34 -0.600
C 0.256590 2.856673 -3.272189 -0.06 0.11 -0.08 -1.814
H -0.259008 -0.781415 -1.032472 -0.94 -0.08 0.24 -1.597
H -1.517291 0.998971 -0.000460 -0.24 -0.51 -0.46 0.287
H -4.466348 0.617255 -3.513419 0.47 -0.04 0.04 0.304
H -4.126825 -0.619679 -1.409827 -0.18 -0.26 -0.36 0.206
C -1.465318 0.162403 2.996748 0.24 -0.17 0.34 -0.610
H 0.431547 -3.705154 -4.590361 -0.28 -0.17 0.10 0.443
H 1.680222 1.615904 7.354785 -0.22 0.40 -0.11 0.322
C 1.992994 0.067065 5.402929 -0.11 0.06 0.45 -0.822
C -1.306347 -1.036581 -0.716133 0.12 0.30 0.23 1.694
C -0.339638 -3.482667 -3.835543 1.07 -0.31 -0.40 -1.517
C -2.026508 0.320436 -0.722868 -1.23 0.37 0.45 -1.777
C 1.719656 -2.894450 -1.683601 1.06 -0.77 -0.67 -1.028
H 1.937331 3.275191 4.220469 0.29 -0.22 0.07 0.492
P 0.252792 -2.310635 -2.563021 -0.99 0.56 -1.01 1.117
C -2.329338 0.422281 -3.283478 0.07 0.68 -0.56 -0.646
H 2.609746 2.147778 -1.014999 -0.27 0.51 0.24 0.286
C -3.066231 -2.268627 -2.235559 1.54 -0.84 0.87 -0.871
H 2.362747 -2.062669 -1.334268 -0.50 -0.47 -0.31 0.176
H 3.349723 -2.754587 0.644183 -0.35 0.17 0.20 0.395
H 1.456922 -1.295868 -4.294074 -0.23 0.71 0.09 0.720
C -0.404928 2.232263 3.661261 0.50 -0.52 0.22 -0.466
C -1.988667 1.017277 -2.099715 -1.27 0.30 1.03 -0.082
H -0.135833 -0.489243 -4.120714 0.43 -0.40 0.33 0.134
H 2.029358 0.872891 -3.582190 0.05 -0.14 0.14 0.743
H -3.717402 -0.670324 -4.463207 -0.13 -0.07 0.25 0.347
P 0.442885 1.598021 -1.933188 -0.38 -0.19 -0.60 1.157
H -1.212443 -3.049397 -4.346259 0.25 0.06 0.37 0.359
C 0.845180 1.689491 3.315577 -1.29 0.38 -0.90 0.880
H 1.238080 2.652472 0.087773 0.44 0.03 -0.44 0.143
H -3.406000 -3.245465 -2.599722 0.28 0.21 0.26 0.375
H 2.195279 -0.066335 -2.101646 -0.34 0.15 -0.49 0.074
C 1.452482 0.325053 -2.822015 0.81 -0.13 -0.50 -0.929
C 1.605558 2.598003 -0.953852 1.04 0.65 0.07 -1.361
H -0.084134 -1.425621 2.349042 -0.21 0.71 -0.23 0.597
H -0.427578 3.198302 4.168705 -0.14 -0.22 -0.08 0.488
H 4.131951 -1.616590 1.702778 0.56 0.26 0.32 0.475
H -1.781627 0.655989 -4.215658 -0.88 1.11 0.28 0.424
H 1.416699 -3.488919 -0.803827 0.12 0.23 -0.37 0.318
H 2.477601 -0.204878 6.365469 -0.20 -0.20 -0.60 0.353
H -2.371134 -0.463859 2.941358 0.57 0.30 0.11 0.381
C -0.196453 -0.355571 2.610875 -1.29 0.75 -0.44 -0.436
H 2.529531 -0.398455 4.558942 -0.24 0.23 0.39 0.207
H -2.540629 1.906774 3.712761 0.32 -0.18 -0.12 0.412
```
Forces are in eV/Å.

Values from the calculation:
LUMO energy (spin up / spin down): -0.8 / -0.8 eV
orbital gap (spin up / spin down): 5.11 / 5.12 eV
highest occupied orbital energy (spin up / spin down): -5.914 / -5.917 eV
total charge: 0
energy above the lowest of the compared OMol25 structures with the same formula, charge and spin: 146.16 kcal per mole

For each record above, in turn, the calculated max |F| values are 3.3 9.2 2.8 eV Å⁻¹.